This record from the Open Molecules 2025 dataset describes the ion C2H8N3O2 with charge +1 in a non-equilibrium geometry. The level of theory is ωB97M-V with the def2-TZVPD basis set.

Properties
Total charge: +1
Highest occupied orbital energy in eV: -12.1
LUMO in eV: -3.83
Strongest force on any atom in hartree/bohr: 0.1010
SMILES string: NN(O)C(=O)C[NH3+]

Geometry as XYZ:
```
15
C2H8N3O2 ωB97M-V with the def2-TZVPD basis set
C -0.04514 -0.45279 -0.23598
C -1.07643 0.56928 0.00113
N 2.55202 -0.70892 -0.02991
N 1.52927 0.06136 0.31500
N -2.34239 -0.18197 0.06415
O -0.27408 -1.60607 -0.42181
O 1.61939 1.36018 -0.24593
H -0.89711 1.22229 -0.83780
H -1.00140 1.16886 0.91964
H 2.67606 -1.64650 0.34080
H 2.95762 -0.52738 -0.96042
H -2.11645 -1.14861 -0.14123
H -3.23418 0.25370 -0.25100
H -2.57605 -0.19309 1.09424
H 2.22887 1.82966 0.38913
```



This record from the Open Molecules 2025 dataset describes an isolated molecule of C2H8N3O2P in a non-equilibrium geometry. The level of theory is ωB97M-V with the def2-TZVPD basis set.

Properties
Highest occupied orbital energy in eV: -10.0
LUMO in eV: 0.95
Strongest force on any atom in hartree/bohr: 0.0679
SMILES string: C/C=N/OP(N)(N)=O

Geometry as XYZ:
```
16
C2H8N3O2P ωB97M-V with the def2-TZVPD basis set
C 1.14000 -0.51871 1.52216
C 1.15198 -1.75209 2.27550
N -0.03331 -0.12640 1.22945
N -0.78271 2.19148 -1.85126
N -1.82331 -0.18086 -1.33705
O 0.77186 0.11531 -1.98224
O -0.15286 1.01218 0.32557
P -0.38172 0.67067 -1.28961
H 2.07102 -0.12068 1.01512
H 1.66311 -1.63280 3.26986
H 1.75675 -2.51718 1.82252
H 0.09875 -2.35672 2.19817
H -0.90547 2.92423 -1.14503
H -0.05986 2.63579 -2.37075
H -1.93712 -0.82961 -2.11536
H -2.57713 0.48538 -1.56706
```



This record from the Open Molecules 2025 dataset describes a structure of composition C2H8N3O3 in a non-equilibrium geometry. The level of theory is ωB97M-V with the def2-TZVPD basis set.

Properties
Total charge: +1
Highest occupied orbital energy in eV: -13.9
LUMO in eV: -3.27
Strongest force on any atom in hartree/bohr: 0.0995

Geometry as XYZ:
```
16
C2H8N3O3 ωB97M-V with the def2-TZVPD basis set
C -1.03558 -0.12959 0.14780
C 0.94674 0.08710 -0.29770
N 1.38345 -1.10059 -0.86137
N -3.15835 0.37297 -0.35910
N 1.45327 0.30319 1.27311
O -1.30470 -0.82565 1.07508
O 1.38100 1.30728 -0.65408
O -1.73986 0.53869 -0.69665
H 2.41604 -1.17371 -0.97919
H 0.95526 -1.92271 -0.46576
H -3.32354 -0.47549 0.18187
H -3.62087 0.49603 -1.19628
H 0.89399 0.95318 1.70575
H 2.37639 0.66777 0.97791
H 1.40018 -0.62753 1.67329
H 0.97658 1.52908 -1.52467
```



This record from the Open Molecules 2025 dataset describes a cluster of 2 separate species, C2H8N4 in total in a non-equilibrium geometry. The level of theory is ωB97M-V with the def2-TZVPD basis set.

Properties
Expectation value of S²: 0.76
Total charge: -1
Highest occupied orbital energy (alpha / beta) in eV: 0.9 / -3.7
Multiplicity: 2
LUMO (alpha / beta) in eV: 4.34 / 4.23
Strongest force on any atom in hartree/bohr: 0.0444

Geometry as XYZ:
```
14
C2H8N4 ωB97M-V with the def2-TZVPD basis set
N -1.27868 -0.93836 -0.96799
C -1.78796 0.24604 -0.45017
N -1.33568 1.46936 -0.70562
H -0.27931 -1.03589 -1.15647
H -1.69162 -1.53889 -1.73649
H -2.79033 0.10033 -0.04754
H -2.09967 2.12128 -0.51116
N 1.40494 0.24654 -0.20415
C 1.55422 -0.05189 1.11235
N 2.38551 -0.88713 1.60805
H 0.98797 1.15315 -0.38879
H 2.09473 -0.11461 -0.83681
H 0.78052 0.38610 1.75748
H 2.05535 -1.15606 2.52731
```



This record from the Open Molecules 2025 dataset describes a structure of composition C2H8N4 in a non-equilibrium geometry. The level of theory is ωB97M-V with the def2-TZVPD basis set.

Properties
Highest occupied orbital energy in eV: -7.9
LUMO in eV: 0.83
Strongest force on any atom in hartree/bohr: 0.0201

Geometry as XYZ:
```
14
C2H8N4 ωB97M-V with the def2-TZVPD basis set
C 0.90054 -0.96597 -0.12697
N -0.73829 0.79358 -0.93921
C -0.13431 0.09902 0.03461
N -0.01932 1.21368 -2.08590
N -0.89393 -0.17672 2.28380
N -0.62500 0.63003 1.15876
H -1.26852 1.35915 0.10402
H -0.58497 1.04402 -2.91006
H 0.92418 0.83858 -2.13744
H -0.84911 -1.17400 2.09037
H -0.24252 0.04596 3.02853
H 0.95624 -1.59469 0.76216
H 0.68771 -1.59728 -0.99229
H 1.88731 -0.51537 -0.27039
```



This record from the Open Molecules 2025 dataset describes an isolated molecule of C2H8N4 in a non-equilibrium geometry. The level of theory is ωB97M-V with the def2-TZVPD basis set.

Properties
Highest occupied orbital energy in eV: -8.9
LUMO in eV: 0.83
Strongest force on any atom in hartree/bohr: 0.0611
SMILES string: [H]/N=C(\NC)NN

Geometry as XYZ:
```
14
C2H8N4 ωB97M-V with the def2-TZVPD basis set
C -1.29529 -0.96575 1.47362
C 0.11946 0.05272 -0.29973
H -1.93877 -1.68278 0.78380
H -1.78897 -0.57222 2.50638
H -0.27988 -1.49772 1.79694
H -1.20153 1.21402 0.89104
H 0.59715 -1.76346 0.26764
H -0.06319 2.03135 -0.79859
H 2.39577 1.16637 -1.27650
H 1.68297 0.42450 -2.54377
N -0.91143 0.22455 0.64074
N 0.81965 -1.00234 -0.42390
N 0.31919 1.11741 -1.14265
N 1.54487 1.25335 -1.87502
```



This record from the Open Molecules 2025 dataset describes an isolated molecule of C2H8N4 in a non-equilibrium geometry. The level of theory is ωB97M-V with the def2-TZVPD basis set.

Properties
Highest occupied orbital energy in eV: -8.8
LUMO in eV: 1.03
Strongest force on any atom in hartree/bohr: 0.0623
SMILES string: CN/N=C\NN

Geometry as XYZ:
```
14
C2H8N4 ωB97M-V with the def2-TZVPD basis set
C -1.95965 -0.77139 -1.01545
C 1.42175 -0.35617 -0.13517
H -2.91815 -0.12225 -1.03750
H -1.88577 -0.96480 -2.10259
H -2.18132 -1.70977 -0.47678
H -0.66074 0.86457 -0.62115
H 2.32725 -1.02394 -0.18539
H 2.40472 1.38721 0.28945
H 1.43385 0.43547 2.28486
H 0.02169 1.04835 1.62021
N -0.85570 -0.04738 -0.19864
N 0.29349 -0.84951 -0.44662
N 1.52755 0.91664 0.37495
N 1.03102 1.19298 1.64983
```



This record from the Open Molecules 2025 dataset describes a cluster of 2 separate species, C2H8N4 in total in a non-equilibrium geometry. The level of theory is ωB97M-V with the def2-TZVPD basis set.

Properties
Expectation value of S²: 0.76
Total charge: +1
Highest occupied orbital energy (alpha / beta) in eV: -13.7 / -13.7
Multiplicity: 2
LUMO (alpha / beta) in eV: -4.77 / -8.29
Strongest force on any atom in hartree/bohr: 0.1474

Geometry as XYZ:
```
14
C2H8N4 ωB97M-V with the def2-TZVPD basis set
N 0.14172 -0.35305 -1.80681
C 0.11399 1.06191 -1.59715
N -0.70301 1.64030 -0.87368
H 0.27226 -0.80332 -0.75551
H 0.55900 -0.67082 -2.61043
H 0.70536 1.65936 -2.39988
H -0.48935 2.65751 -0.71522
N -0.48715 0.26825 1.45772
C 0.09716 -0.91732 1.78565
N 0.78974 -1.74246 1.02956
H -0.33164 0.77243 0.53641
H -1.52889 0.27458 1.81780
H -0.27428 -1.37280 2.84742
H 1.63156 -2.07575 1.50094
```



This record from the Open Molecules 2025 dataset describes the ion C2H8N4 with charge +2 in a non-equilibrium geometry. The level of theory is ωB97M-V with the def2-TZVPD basis set.

Properties
Total charge: +2
Highest occupied orbital energy in eV: -20.7
LUMO in eV: -9.30
Strongest force on any atom in hartree/bohr: 0.1069
SMILES string: NC(N)=[NH+]C=[NH2+]

Geometry as XYZ:
```
14
C2H8N4 ωB97M-V with the def2-TZVPD basis set
C -1.46154 0.31938 -0.12622
C 1.10784 0.05636 0.02586
N 1.90867 -1.00927 -0.04168
N 1.45051 1.28586 -0.07577
N -2.69497 -0.19043 -0.01076
N -0.31462 -0.34481 0.12590
H -1.25084 1.30659 -0.48463
H 2.85526 -0.75801 0.25387
H 1.75330 -1.98177 -0.12470
H 2.51844 1.32719 -0.27835
H 1.05129 2.16370 0.36323
H -3.56553 0.29341 -0.32804
H -2.92393 -1.18493 0.16909
H -0.43389 -1.28329 0.53221
```



This record from the Open Molecules 2025 dataset describes a cluster of 2 separate species, C2H8N4O in total in a non-equilibrium geometry. The level of theory is ωB97M-V with the def2-TZVPD basis set.

Properties
Total charge: +2
Highest occupied orbital energy (alpha / beta) in eV: -18.2 / -18.2
LUMO (alpha / beta) in eV: -9.54 / -9.54
Strongest force on any atom in hartree/bohr: 0.0909

Geometry as XYZ:
```
15
C2H8N4O ωB97M-V with the def2-TZVPD basis set
C -2.72159 -0.10320 0.07754
C 1.91272 0.44677 0.08261
N 0.95034 0.97646 -0.40134
N -1.80704 -0.93446 -0.15005
N -3.61941 0.79092 -0.01917
N 2.29691 -0.99438 -0.03577
O -0.59486 -1.00735 0.03525
H 2.79385 0.96050 0.47803
H 0.93325 1.99292 -0.34166
H -2.38398 -1.85809 -0.32078
H -3.80569 1.24842 0.89658
H -3.98610 0.95225 -0.96915
H 1.52243 -1.62861 -0.31768
H 2.44773 -1.59170 0.86281
H 3.21948 -1.16461 -0.49092
```



This record from the Open Molecules 2025 dataset describes an isolated molecule of C2H8N4O2 in a non-equilibrium geometry. The level of theory is ωB97M-V with the def2-TZVPD basis set.

Properties
Highest occupied orbital energy in eV: -8.8
LUMO in eV: 0.40
Strongest force on any atom in hartree/bohr: 0.1049
SMILES string: CON/C(=N/O)NN

Geometry as XYZ:
```
16
C2H8N4O2 ωB97M-V with the def2-TZVPD basis set
C 2.42655 -0.09920 0.02026
C -0.86401 -0.85718 -0.09293
H 2.95525 -0.80260 0.85106
H 2.43333 1.06392 0.26590
H 3.03005 -0.12563 -0.83401
H 0.80767 -2.28652 0.19081
H 0.35337 0.99534 -0.12592
H -1.09826 1.55256 1.14493
H -1.94265 2.31734 -0.27346
H -2.65419 0.17553 0.07176
N 0.47027 -1.16213 0.21613
N -0.59565 0.55526 -0.64138
N -1.59501 1.34441 0.19445
N -1.91903 -1.51780 0.02962
O 1.28471 -0.43200 -0.65580
O -3.09240 -0.72130 -0.36143
```



This record from the Open Molecules 2025 dataset describes a structure of composition C2H8N4O2Sn in a non-equilibrium geometry. The level of theory is ωB97M-V with the def2-TZVPD basis set.

Properties
Total charge: +2
Highest occupied orbital energy in eV: -16.9
LUMO in eV: -11.03
Strongest force on any atom in hartree/bohr: 0.0446

Geometry as XYZ:
```
17
C2H8N4O2Sn ωB97M-V with the def2-TZVPD basis set
Sn 27.65828 7.67206 3.43885
C 26.29530 10.66136 1.30044
O 27.07254 9.68174 1.50252
N 25.61091 10.74576 0.15824
N 25.99118 11.54441 2.25367
H 25.77234 10.06904 -0.56953
H 24.92306 11.45411 -0.03605
H 26.31022 11.34767 3.18297
H 25.55149 12.40623 1.97579
C 28.58624 4.26817 5.14338
O 28.58426 5.01603 4.13485
N 29.49094 3.32381 5.36931
N 27.52581 4.19212 5.98330
H 30.21442 3.17223 4.68215
H 29.57186 2.78790 6.21504
H 27.54303 3.55127 6.75556
H 26.90004 4.96944 5.87106
```



This record from the Open Molecules 2025 dataset describes a structure of composition C2H8N4O2Sn in a non-equilibrium geometry. The level of theory is ωB97M-V with the def2-TZVPD basis set.

Properties
Total charge: +2
Highest occupied orbital energy in eV: -16.8
LUMO in eV: -11.03
Strongest force on any atom in hartree/bohr: 0.0673

Geometry as XYZ:
```
17
C2H8N4O2Sn ωB97M-V with the def2-TZVPD basis set
Sn -11.94017 -7.03389 19.53971
C -12.08563 -6.03604 23.49750
O -12.13399 -6.49843 22.32482
N -12.53016 -4.78791 23.74338
N -11.47650 -6.67499 24.48798
H -12.08464 -4.14375 24.37726
H -13.06419 -4.33378 23.02203
H -10.98256 -7.54078 24.34410
H -11.31409 -6.31545 25.41570
C -13.88535 -9.99852 21.42513
O -12.98695 -9.30957 20.88427
N -14.77714 -10.66074 20.65319
N -14.13446 -10.07102 22.74903
H -14.59430 -10.49681 19.67685
H -15.53268 -11.24317 20.96679
H -13.30590 -9.99766 23.31942
H -14.89628 -10.71000 22.90037
```



This record from the Open Molecules 2025 dataset describes a cluster of 2 separate species, C2H8N4OS in total in a non-equilibrium geometry. The level of theory is ωB97M-V with the def2-TZVPD basis set.

Properties
Total charge: +2
Highest occupied orbital energy in eV: -15.7
LUMO in eV: -5.80
Strongest force on any atom in hartree/bohr: 0.0848

Geometry as XYZ:
```
16
C2H8N4OS ωB97M-V with the def2-TZVPD basis set
C 6.27820 -0.14586 0.11277
C 5.46043 -2.03262 -0.87560
N 5.48290 -0.57209 -0.83858
N 6.78994 -1.53243 0.81546
N 6.31835 -2.40154 0.15841
N -13.21560 1.02329 0.91714
O 6.59374 1.03306 0.45662
S 6.03630 2.53457 -0.13571
H 4.53251 -2.56786 -0.76595
H 6.07107 -2.47537 -1.83950
H 5.11980 0.24408 -1.34244
H -12.85316 0.03882 1.28135
H -13.12142 1.79874 1.66335
H -14.24606 0.98950 0.61711
H -12.61991 1.10972 -0.01476
H 7.37290 2.95597 -0.20968
```



This record from the Open Molecules 2025 dataset describes an isolated molecule of C2H8N4S in a non-equilibrium geometry. The level of theory is ωB97M-V with the def2-TZVPD basis set.

Properties
Highest occupied orbital energy in eV: -7.7
LUMO in eV: 0.87
Strongest force on any atom in hartree/bohr: 0.0460
SMILES string: CN/C(=N/S)NN

Geometry as XYZ:
```
15
C2H8N4S ωB97M-V with the def2-TZVPD basis set
C -2.37130 0.06284 -0.23402
C 0.10239 -0.04437 -0.11741
H -2.61813 -0.87597 0.26016
H -2.38997 0.91457 0.46726
H -3.11022 0.25343 -1.01967
H -0.89983 0.09556 -1.87505
H 1.22867 -0.34000 -1.91488
H 2.74758 -0.96066 0.04133
H 2.79499 0.67247 0.01348
H 0.59061 0.56884 3.28660
N -1.06266 -0.06954 -0.88156
N 1.21511 -0.10056 -0.91149
N 2.58159 -0.12702 -0.52512
N -0.05595 -0.00016 1.16021
S 1.24711 -0.04943 2.25016
```



This record from the Open Molecules 2025 dataset describes a cluster of 2 separate species, C2H8N4S in total in a non-equilibrium geometry. The level of theory is ωB97M-V with the def2-TZVPD basis set.

Properties
Total charge: +2
Highest occupied orbital energy in eV: -15.5
LUMO in eV: -5.77
Strongest force on any atom in hartree/bohr: 0.0729

Geometry as XYZ:
```
15
C2H8N4S ωB97M-V with the def2-TZVPD basis set
C -7.11668 -1.43752 0.08771
C -7.48920 0.88276 0.23277
N -7.80992 -0.49781 0.23500
N -5.39327 0.06698 -0.12539
N -6.10103 1.06206 0.02699
N 12.83082 0.18512 -0.05776
S -3.79687 0.04399 -0.37202
H -6.87223 -2.46593 0.01019
H -8.05464 1.39985 -0.55329
H -7.78104 1.33318 1.19059
H 12.81353 -0.03480 0.94759
H 12.30547 1.05314 -0.24038
H 12.40057 -0.58598 -0.58777
H 13.80595 0.30103 -0.36373
H -3.74146 -1.30607 -0.43050
```



This record from the Open Molecules 2025 dataset describes the ion C2H8N5 with charge +1 in a non-equilibrium geometry. The level of theory is ωB97M-V with the def2-TZVPD basis set.

Properties
Total charge: +1
Highest occupied orbital energy in eV: -11.9
LUMO in eV: -4.17
Strongest force on any atom in hartree/bohr: 0.1585
SMILES string: [H]/N=C(NN)\[NH+]=C\N

Geometry as XYZ:
```
15
C2H8N5 ωB97M-V with the def2-TZVPD basis set
C -1.67934 -0.44985 0.31486
C 0.77676 0.09573 0.10693
N 1.26394 0.33143 1.54222
N -2.85987 -0.96513 -0.00559
N 2.70504 1.15468 -0.55836
N 1.41692 0.71255 -0.84692
N -0.48151 -0.62256 -0.22943
H -1.85023 0.27971 1.16801
H 0.80429 -0.24195 2.18653
H -3.68461 -0.76305 0.50984
H -3.08828 -1.54333 -0.76704
H 2.92539 0.72894 0.36226
H 3.01898 1.97345 -1.03288
H 1.16529 0.70960 -1.80830
H -0.43279 -1.40023 -0.94213
```